{
  "formula": "C36H45F27O18",
  "method": "wB97M-V/def2-TZVPD",
  "orbital_gap_ev": 11.001,
  "relative_energy_kj_mol": 473.37,
  "e_lumo_ev": -0.03,
  "e_tot_ev": -148287.8683,
  "largest_force_ev_per_a": 6.0,
  "smiles": "CCOC(=O)C(F)(F)F.CCOC(=O)C(F)(F)F.CCOC(=O)C(F)(F)F.CCOC(=O)C(F)(F)F.CCOC(=O)C(F)(F)F.CCOC(=O)C(F)(F)F.CCOC(=O)C(F)(F)F.CCOC(=O)C(F)(F)F.CCOC(=O)C(F)(F)F",
  "symbols": ["C", "C", "O", "C", "O", "C", "F", "F", "F", "H", "H", "H", "H", "H", "C", "C", "O", "C", "O", "C", "F", "F", "F", "H", "H", "H", "H", "H", "C", "C", "O", "C", "O", "C", "F", "F", "F", "H", "H", "H", "H", "H", "C", "C", "O", "C", "O", "C", "F", "F", "F", "H", "H", "H", "H", "H", "C", "C", "O", "C", "O", "C", "F", "F", "F", "H", "H", "H", "H", "H", "C", "C", "O", "C", "O", "C", "F", "F", "F", "H", "H", "H", "H", "H", "C", "C", "O", "C", "O", "C", "F", "F", "F", "H", "H", "H", "H", "H", "C", "C", "O", "C", "O", "C", "F", "F", "F", "H", "H", "H", "H", "H", "C", "C", "O", "C", "O", "C", "F", "F", "F", "H", "H", "H", "H", "H"],
  "xyz": [[-11.5291, -9.1447, -5.5040], [-11.1482, -9.5249, -6.9546], [-10.8927, -8.3194, -7.7173], [-11.7916, -7.9575, -8.7087], [-12.6902, -8.6435, -9.0958], [-11.4485, -6.7098, -9.5418], [-11.2011, -7.0494, -10.7765], [-12.5166, -5.8625, -9.5492], [-10.3920, -6.0484, -8.9880], [-10.6336, -8.7014, -5.0686], [-11.8388, -10.0258, -4.9421], [-12.2838, -8.3592, -5.5460], [-11.9265, -10.1589, -7.3791], [-10.2605, -10.1543, -7.0174], [-15.2265, -10.6801, -5.7045], [-14.7010, -11.4150, -4.4780], [-13.5373, -12.1519, -4.8537], [-12.7798, -12.8155, -3.9903], [-12.8730, -12.5511, -2.7664], [-11.7973, -13.8268, -4.5788], [-11.3646, -13.5449, -5.8142], [-10.7812, -14.0302, -3.7828], [-12.4981, -14.9509, -4.6380], [-15.2343, -11.3989, -6.5238], [-14.5802, -9.8962, -6.0991], [-16.2482, -10.3430, -5.5294], [-15.4106, -12.1849, -4.1748], [-14.5803, -10.7620, -3.6136], [-12.6102, -3.5602, -12.4150], [-11.9463, -2.2236, -12.7275], [-12.7014, -1.6021, -13.7826], [-12.0057, -0.8201, -14.7085], [-10.8302, -0.4689, -14.4885], [-12.8763, -0.2106, -15.8048], [-13.7693, -1.1067, -16.0474], [-13.4656, 0.9650, -15.4133], [-12.1764, -0.0980, -16.9441], [-12.4786, -4.2180, -13.2742], [-13.6869, -3.4127, -12.3323], [-12.2237, -4.1280, -11.5686], [-10.9379, -2.5181, -13.0183], [-11.9735, -1.5318, -11.8857], [-13.8067, -9.2658, -11.9620], [-14.2691, -7.8092, -11.7939], [-15.0766, -7.3016, -12.8471], [-15.5077, -6.0236, -12.7548], [-15.3949, -5.2806, -11.7627], [-16.3652, -5.5517, -13.9772], [-15.7688, -4.4656, -14.5079], [-16.4623, -6.4100, -15.0308], [-17.5517, -5.2899, -13.4997], [-14.5426, -10.0581, -11.8249], [-13.0218, -9.4615, -11.2314], [-13.2545, -9.4094, -12.8908], [-13.3163, -7.3133, -11.6082], [-14.8738, -7.7183, -10.8916], [-7.2861, -10.9052, -5.4074], [-7.6132, -9.5536, -4.7841], [-7.3772, -9.5433, -3.3296], [-8.3207, -10.0703, -2.4552], [-9.3895, -10.5711, -2.7782], [-7.8538, -10.0655, -0.9828], [-8.8398, -9.5830, -0.2105], [-7.6206, -11.2874, -0.6163], [-6.7799, -9.3646, -0.7525], [-7.8419, -11.7627, -5.0283], [-6.2236, -11.1185, -5.2899], [-7.5406, -10.6769, -6.4424], [-8.5772, -9.1797, -5.1292], [-6.9555, -8.8806, -5.3341], [-8.6131, -16.1026, -10.3104], [-10.0240, -15.5516, -10.6462], [-10.3402, -14.4526, -9.7876], [-11.5436, -13.8002, -9.8403], [-12.4382, -14.1157, -10.6241], [-11.7096, -12.5142, -8.9240], [-10.6173, -12.3035, -8.1991], [-11.9710, -11.3730, -9.6456], [-12.7512, -12.7333, -8.0835], [-8.3861, -16.9433, -10.9660], [-8.5459, -16.6160, -9.3512], [-7.8611, -15.3140, -10.3370], [-10.7376, -16.3667, -10.5259], [-10.1245, -15.4070, -11.7219], [-12.1648, -9.3413, -1.9669], [-13.6017, -8.9105, -1.9091], [-14.4391, -9.8077, -1.2043], [-14.3328, -10.1792, 0.0752], [-13.4360, -9.7749, 0.8077], [-15.1947, -11.3830, 0.5544], [-15.7742, -11.1582, 1.7070], [-16.0975, -11.7375, -0.3646], [-14.4191, -12.3802, 0.7894], [-11.6432, -8.9917, -2.8578], [-12.0739, -10.4138, -2.1387], [-11.6250, -9.1192, -1.0464], [-13.9603, -8.8559, -2.9370], [-13.6642, -7.9194, -1.4597], [-8.8608, -3.6871, -9.8893], [-9.3169, -2.2786, -9.5117], [-8.3986, -1.5361, -8.7490], [-7.4215, -0.8450, -9.3466], [-7.1971, -0.7749, -10.5697], [-6.5751, -0.0304, -8.3187], [-6.8597, -0.4143, -7.0622], [-5.2680, -0.3596, -8.5755], [-6.7411, 1.2826, -8.3696], [-7.9616, -3.5332, -10.4857], [-9.6363, -4.2409, -10.4184], [-8.5529, -4.2461, -9.0057], [-10.1246, -2.4104, -8.7918], [-9.7886, -1.7532, -10.3420], [-10.7475, -4.3076, -6.4275], [-10.0103, -5.2871, -5.4626], [-8.9360, -4.6113, -4.8935], [-7.9020, -5.2559, -4.3910], [-7.6561, -6.4504, -4.5398], [-6.9013, -4.2106, -3.7437], [-5.6759, -4.7152, -3.7248], [-6.8560, -3.0493, -4.3690], [-7.1395, -3.9740, -2.4213], [-11.6301, -4.8030, -6.8319], [-10.1344, -4.0423, -7.2888], [-10.9580, -3.4380, -5.8050], [-9.7680, -6.2966, -5.7947], [-10.6788, -5.4903, -4.6260]],
  "lowdin_charge": [-0.0375, -0.1835, 0.0129, -0.3108, 0.1561, -0.5230, 0.2052, 0.1433, 0.1260, 0.0526, 0.0726, 0.0877, 0.0940, 0.1135, -0.0416, -0.1860, 0.0077, -0.3190, 0.1129, -0.5803, 0.1622, 0.2099, 0.1833, 0.0787, 0.0660, 0.0868, 0.1382, 0.0968, -0.0588, -0.2132, -0.0027, -0.2728, 0.1221, -0.5652, 0.2035, 0.1548, 0.1701, 0.0846, 0.0699, 0.0602, 0.1219, 0.1260, -0.0504, -0.2085, 0.0402, -0.3107, 0.1127, -0.5364, 0.1503, 0.1414, 0.2037, 0.0830, 0.0418, 0.0826, 0.0965, 0.1299, -0.0598, -0.2032, 0.0186, -0.2893, 0.1325, -0.6180, 0.1631, 0.2119, 0.2039, 0.0763, 0.0827, 0.0773, 0.0893, 0.1137, -0.0582, -0.2078, 0.0103, -0.2919, 0.1351, -0.4839, 0.1563, 0.1338, 0.1445, 0.0768, 0.0728, 0.0771, 0.1216, 0.1247, -0.0690, -0.2034, 0.0127, -0.3188, 0.1429, -0.6223, 0.1934, 0.1647, 0.2205, 0.0519, 0.0651, 0.0820, 0.1087, 0.1320, -0.0479, -0.2190, 0.0320, -0.3171, 0.1304, -0.5108, 0.1507, 0.1333, 0.1878, 0.0835, 0.0662, 0.0698, 0.1101, 0.1233, -0.0190, -0.2032, 0.0332, -0.3210, 0.1367, -0.5269, 0.1668, 0.1870, 0.1356, 0.0742, 0.0433, 0.0897, 0.1096, 0.1296]
}